1.
A structure of composition C39H49BrN7O4PS2Tb. Source: the Open Molecules 2025 dataset; level of theory: ωB97M-V/def2-TZVPD.

* spin multiplicity: 7
* HOMO energy (spin up / spin down): -9.837 / -9.847 eV
* calculated total energy: -183297.604 eV
* charge: +1

Positions of all 104 atoms, in Å:
Tb1 -0.80 -0.29 0.40
N1 -0.58 -1.73 -1.79
C1 -1.50 -2.87 -1.87
C2 -1.42 -3.70 -0.58
N2 -1.46 -2.84 0.62
C3 -2.41 -3.34 1.62
C4 -2.56 -2.33 2.76
N3 -2.74 -0.96 2.24
H1 -0.62 -1.21 -2.66
H2 0.37 -2.10 -1.70
H3 -1.27 -3.54 -2.71
H4 -2.52 -2.48 -2.01
H5 -0.48 -4.27 -0.59
H6 -2.24 -4.42 -0.57
H7 -0.54 -3.01 1.08
H8 -2.07 -4.29 2.05
H9 -3.38 -3.52 1.14
H10 -1.64 -2.35 3.36
H11 -3.39 -2.65 3.41
H12 -2.73 -0.32 3.03
H13 -3.68 -0.90 1.85
C5 -4.51 -1.29 -0.57
O1 -3.42 -0.40 -0.79
C6 -3.57 0.43 -1.90
C7 -4.74 0.46 -2.66
C8 -4.85 1.29 -3.76
C9 -3.78 2.09 -4.13
C10 -2.62 2.07 -3.39
C11 -2.49 1.26 -2.25
N4 -1.33 1.32 -1.46
N5 -0.65 2.38 -1.80
C12 0.50 2.81 -1.32
C13 1.27 2.17 -0.27
O2 0.81 1.17 0.37
C14 2.56 2.71 0.04
C15 3.02 3.84 -0.55
C16 2.22 4.58 -1.47
C17 2.64 5.83 -1.95
C18 1.85 6.57 -2.80
C19 0.62 6.05 -3.22
C20 0.20 4.82 -2.77
C21 0.97 4.06 -1.87
H14 -5.41 -0.76 -0.26
H15 -4.20 -1.97 0.21
H16 -4.74 -1.87 -1.47
H17 -5.59 -0.14 -2.41
H18 -5.76 1.30 -4.33
H19 -3.85 2.74 -4.99
H20 -1.78 2.68 -3.67
H21 3.15 2.18 0.77
H22 3.99 4.24 -0.31
H23 3.60 6.21 -1.64
H24 2.16 7.54 -3.14
H25 0.00 6.62 -3.88
H26 -0.76 4.43 -3.08
Br1 -2.88 6.60 -1.78
C22 -2.46 5.18 -0.61
C23 -1.26 5.21 0.08
C24 -0.93 4.15 0.91
C25 -1.80 3.06 1.04
C26 -3.01 3.06 0.35
C27 -3.35 4.12 -0.47
N6 -1.42 1.94 1.78
C28 -0.77 2.11 2.87
C29 -0.12 1.02 3.59
C30 0.45 1.28 4.83
C31 1.12 0.26 5.49
C32 1.20 -0.98 4.86
C33 0.61 -1.14 3.61
N7 -0.05 -0.18 2.98
H27 -0.57 6.03 -0.04
H28 0.03 4.14 1.40
H29 -3.69 2.23 0.47
H30 -4.28 4.12 -1.01
H31 -0.64 3.10 3.31
H32 0.38 2.26 5.27
H33 1.58 0.43 6.45
H34 1.72 -1.80 5.32
H35 0.68 -2.10 3.11
C34 5.41 -2.18 1.08
C35 4.61 -3.29 1.76
C36 3.97 -2.82 3.05
O3 3.66 -3.82 0.83
P1 2.12 -3.45 0.65
S1 0.95 -4.28 2.02
S2 1.86 -1.45 0.35
O4 1.80 -4.24 -0.71
C37 2.65 -4.50 -1.84
C38 3.39 -3.26 -2.30
C39 3.59 -5.65 -1.55
H36 6.19 -1.82 1.74
H37 4.74 -1.36 0.83
H38 5.86 -2.55 0.16
H39 5.27 -4.15 1.96
H40 3.34 -1.95 2.84
H41 4.74 -2.54 3.76
H42 3.36 -3.61 3.47
H43 1.93 -4.82 -2.61
H44 3.99 -2.87 -1.49
H45 2.69 -2.48 -2.63
H46 4.04 -3.51 -3.14
H47 4.39 -5.32 -0.88
H48 4.02 -6.02 -2.47
H49 3.05 -6.46 -1.07

Results of the Löwdin charge analysis, in e, for atoms 1 through 8:
1. Tb 1.532
2. N -0.063
3. C -0.218
4. C -0.195
5. N -0.187
6. C -0.230
7. C -0.217
8. N -0.039



2.
A structure of composition C39H49F4InN6O2. Source: the Open Molecules 2025 dataset; level of theory: ωB97M-V/def2-TZVPD.

* spin multiplicity: 1
* HOMO energy (spin up / spin down): -5.614 / -4.960 eV
* relative energy (zero: lowest compared OMol25 entry of this formula, charge and spin): 0.652 eV
* calculated total energy: -70314.037 eV
* charge: 0

Positions of all 101 atoms, in Å:
In1 -0.12 -0.79 -0.54
C1 -2.78 2.61 5.45
C2 -2.00 1.96 4.33
C3 -0.89 2.58 3.77
C4 -0.17 2.01 2.70
C5 0.88 2.67 2.02
N1 1.63 3.71 2.57
C6 2.29 3.47 3.86
C7 3.08 2.16 3.96
C8 4.34 2.03 3.10
N2 4.08 1.95 1.66
C9 3.54 0.89 1.00
C10 3.60 -0.47 1.28
C11 4.44 -1.11 2.24
C12 4.36 -2.45 2.51
C13 5.31 -3.12 3.47
C14 3.35 -3.19 1.89
C15 2.49 -2.64 0.94
C16 1.40 -3.46 0.49
N3 0.35 -3.09 -0.16
C17 -0.69 -4.09 -0.36
C18 -1.66 -4.12 0.82
C19 -2.65 -2.95 0.83
N4 -1.96 -1.71 1.13
C20 -2.26 -1.11 2.22
C21 -1.71 0.13 2.74
C22 -2.41 0.75 3.80
C23 -0.53 0.70 2.23
O1 0.28 0.08 1.42
C24 2.67 -1.29 0.50
O2 2.07 -0.83 -0.51
H1 -2.25 3.48 5.84
H2 -2.94 1.92 6.28
H3 -3.76 2.95 5.11
H4 -0.61 3.57 4.11
H5 1.15 2.32 1.03
H6 2.23 4.15 1.90
H7 1.52 3.43 4.64
H8 2.92 4.33 4.07
H9 2.42 1.33 3.71
H10 3.38 2.03 5.00
H11 4.87 1.14 3.41
H12 5.02 2.88 3.26
H13 3.85 2.83 1.24
H14 2.98 1.15 0.12
H15 5.23 -0.53 2.71
H16 5.88 -2.38 4.04
H17 6.02 -3.76 2.95
H18 4.77 -3.75 4.19
H19 3.22 -4.23 2.16
H20 1.47 -4.52 0.79
H21 -0.26 -5.08 -0.51
H22 -1.24 -3.82 -1.27
H23 -1.08 -4.08 1.75
H24 -2.21 -5.06 0.82
H25 -3.45 -3.16 1.55
H26 -3.11 -2.87 -0.16
H27 -3.05 -1.55 2.85
H28 -3.30 0.27 4.20
C25 1.31 -2.52 -3.51
N5 1.05 -1.10 -3.59
C26 2.31 -0.37 -3.55
C27 0.27 -0.79 -4.77
C28 -0.27 0.61 -4.66
N6 -1.36 0.65 -3.67
C29 -2.60 0.14 -4.10
C30 -3.33 -0.85 -3.42
F1 -2.83 -1.44 -2.34
C31 -4.57 -1.26 -3.85
F2 -5.20 -2.21 -3.15
C32 -5.15 -0.76 -5.00
C33 -4.43 0.18 -5.70
F3 -4.94 0.72 -6.81
C34 -3.20 0.63 -5.26
F4 -2.62 1.62 -5.95
H29 1.91 -2.89 -4.37
H30 0.37 -3.07 -3.50
H31 1.85 -2.74 -2.59
H32 2.91 -0.54 -4.46
H33 2.87 -0.69 -2.68
H34 2.15 0.71 -3.44
H35 -0.58 -1.48 -4.83
H36 0.86 -0.92 -5.70
H37 -0.63 0.96 -5.63
H38 0.50 1.30 -4.34
H39 -6.12 -1.10 -5.34
C35 -3.20 2.41 -2.37
C36 -1.97 1.96 -1.58
C37 -2.42 1.39 -0.24
C38 -1.09 3.20 -1.29
C39 -1.08 1.01 -2.37
H40 -3.65 3.27 -1.86
H41 -3.96 1.63 -2.44
H42 -2.93 2.73 -3.38
H43 -2.99 2.14 0.33
H44 -1.56 1.11 0.36
H45 -3.05 0.51 -0.37
H46 -1.66 3.94 -0.73
H47 -0.73 3.65 -2.21
H48 -0.23 2.92 -0.68
H49 -0.02 1.03 -2.15

Results of the Löwdin charge analysis, in e, for atoms 1 through 8:
1. In 1.006
2. C -0.061
3. C -0.284
4. C 0.009
5. C -0.152
6. C -0.088
7. N -0.016
8. C -0.198



3.
A structure of composition C39H49N6O6SbSi3V. Source: the Open Molecules 2025 dataset; level of theory: ωB97M-V/def2-TZVPD.

* spin multiplicity: 4
* HOMO energy (spin up / spin down): -5.805 / -7.028 eV
* relative energy (zero: lowest compared OMol25 entry of this formula, charge and spin): 0.000 eV
* calculated total energy: -118329.813 eV
* charge: 0

Positions of all 105 atoms, in Å:
V1 0.29 0.64 -0.96
C1 4.02 2.17 -3.14
C2 2.67 1.80 -2.92
N1 2.14 1.73 -1.73
C3 2.92 2.04 -0.65
C4 4.27 2.36 -0.76
C5 4.81 2.43 -2.06
C6 5.03 2.58 0.43
C7 4.41 2.47 1.64
C8 3.03 2.17 1.75
C9 2.26 1.99 0.63
N2 0.90 1.73 0.54
C10 -0.04 2.41 1.28
C11 0.13 3.22 2.38
C12 -0.95 3.97 2.90
C13 -2.19 3.96 2.33
C14 -2.40 3.16 1.18
C15 -3.61 3.15 0.44
C16 -3.70 2.40 -0.69
C17 -2.61 1.63 -1.10
N3 -1.47 1.61 -0.44
C18 -1.35 2.37 0.69
H1 4.40 2.20 -4.15
H2 2.04 1.52 -3.75
H3 5.86 2.68 -2.19
H4 6.08 2.82 0.35
H5 4.99 2.61 2.55
H6 2.59 2.05 2.73
H7 1.10 3.34 2.84
H8 -0.78 4.59 3.77
H9 -3.01 4.55 2.73
H10 -4.44 3.76 0.78
H11 -4.61 2.39 -1.28
H12 -2.66 1.01 -1.99
O1 -0.51 4.98 -3.13
C19 -0.25 3.79 -2.53
O2 0.23 3.73 -1.44
C20 -0.52 2.61 -3.44
C21 -0.90 2.87 -4.72
C22 -1.11 1.78 -5.63
C23 -0.92 0.53 -5.17
C24 -0.54 0.30 -3.83
N4 -0.33 1.36 -2.93
C25 -0.41 -0.99 -3.26
O3 -0.43 -2.11 -3.99
O4 -0.32 -1.14 -2.02
H13 -0.26 5.64 -2.47
H14 -1.02 3.89 -5.04
H15 -1.42 1.97 -6.65
H16 -1.10 -0.32 -5.83
H17 -0.29 -1.90 -4.93
C26 4.30 -1.40 2.36
N5 3.83 -1.26 0.99
C27 4.64 -1.52 -0.07
C28 4.18 -1.46 -1.32
C29 2.80 -1.06 -1.55
O5 2.36 -0.96 -2.70
N6 2.01 -0.75 -0.45
C30 2.48 -0.95 0.81
O6 1.78 -0.86 1.82
H18 5.37 -1.63 2.33
H19 3.77 -2.20 2.88
H20 4.14 -0.48 2.91
H21 5.67 -1.77 0.17
H22 4.81 -1.67 -2.18
C31 0.13 -0.23 4.13
Si1 -1.40 -0.84 3.28
C32 -2.00 -2.36 4.18
C33 -2.72 0.46 3.48
Sb1 -0.94 -1.21 0.78
Si2 -3.35 -1.89 0.05
C34 -4.69 -0.60 0.37
C35 -3.92 -3.39 1.01
C36 -3.49 -2.29 -1.78
Si3 -0.07 -3.63 0.56
C37 -0.91 -4.42 -0.91
C38 1.75 -3.84 0.29
C39 -0.44 -4.67 2.07
H23 -0.13 0.10 5.14
H24 0.57 0.61 3.58
H25 0.90 -1.01 4.19
H26 -2.17 -2.08 5.23
H27 -1.28 -3.17 4.16
H28 -2.94 -2.73 3.77
H29 -3.07 0.45 4.52
H30 -3.58 0.27 2.84
H31 -2.33 1.45 3.26
H32 -4.43 0.18 1.08
H33 -5.57 -1.13 0.75
H34 -4.98 -0.11 -0.56
H35 -4.32 -3.10 1.99
H36 -3.14 -4.13 1.18
H37 -4.73 -3.88 0.46
H38 -2.74 -1.81 -2.40
H39 -4.48 -1.97 -2.12
H40 -3.40 -3.37 -1.95
H41 -0.92 -3.75 -1.77
H42 -1.93 -4.72 -0.68
H43 -0.34 -5.31 -1.18
H44 2.08 -3.45 -0.68
H45 1.94 -4.91 0.32
H46 2.35 -3.37 1.07
H47 -1.47 -4.64 2.40
H48 0.19 -4.36 2.92
H49 -0.18 -5.70 1.83

Results of the Löwdin charge analysis, in e, for atoms 1 through 8:
1. V 0.807
2. C -0.025
3. C -0.102
4. N 0.066
5. C -0.141
6. C -0.150
7. C -0.002
8. C -0.044



4.
A structure of composition C39H50BaN10O5PS3. Source: the Open Molecules 2025 dataset; level of theory: ωB97M-V/def2-TZVPD.

* spin multiplicity: 1
* HOMO energy: -3.647 eV
* relative energy (zero: lowest compared OMol25 entry of this formula, charge and spin): 1.367 eV
* calculated total energy: -108888.965 eV
* charge: -1

Positions of all 109 atoms, in Å:
Ba1 -0.43 -1.55 -0.52
C1 -2.48 -3.45 3.16
C2 -2.57 -3.01 1.71
O1 -1.44 -2.87 1.11
C3 -3.80 -2.74 1.17
C4 -4.10 -2.11 -0.13
C5 -5.57 -1.97 -0.43
N1 -3.17 -1.68 -0.90
N2 -3.62 -1.04 -2.12
C6 -2.63 -0.38 -2.65
O2 -1.44 -0.19 -2.19
C7 -2.93 0.26 -3.99
C8 -1.86 0.62 -4.80
C9 -2.08 1.21 -6.04
C10 -3.37 1.47 -6.47
C11 -4.45 1.12 -5.66
C12 -4.23 0.52 -4.43
H1 -1.60 -4.09 3.29
H2 -3.38 -3.99 3.48
H3 -2.36 -2.58 3.81
H4 -4.67 -2.96 1.79
H5 -6.09 -1.62 0.47
H6 -6.00 -2.95 -0.67
H7 -5.76 -1.30 -1.26
H8 -0.86 0.44 -4.44
H9 -1.23 1.47 -6.66
H10 -3.55 1.94 -7.44
H11 -5.46 1.32 -5.98
H12 -5.05 0.23 -3.79
N3 6.61 -2.47 2.85
C13 5.95 -1.31 2.92
S1 6.59 0.05 3.56
C14 4.54 -1.36 2.30
C15 3.69 -0.27 2.42
C16 2.44 -0.33 1.81
N4 2.03 -1.38 1.10
C17 2.84 -2.43 1.01
C18 4.10 -2.46 1.59
H13 7.49 -2.51 3.33
H14 6.13 -3.34 2.68
H15 4.00 0.61 2.97
H16 1.76 0.52 1.86
H17 2.49 -3.27 0.42
H18 4.71 -3.34 1.39
O3 -1.20 0.22 1.14
P1 -1.29 1.67 1.48
N5 0.08 2.42 0.96
C19 0.34 3.85 1.20
C20 0.45 4.44 -0.20
C21 1.16 3.33 -0.98
C22 0.55 2.05 -0.42
N6 -2.65 2.27 0.83
C23 -3.16 3.63 1.06
C24 -4.68 3.47 0.98
C25 -4.85 2.34 -0.03
C26 -3.72 1.37 0.31
N7 -1.34 2.06 3.08
C27 -0.20 1.73 3.95
C28 -0.76 2.00 5.33
C29 -2.17 1.41 5.24
C30 -2.59 1.61 3.77
H19 1.29 3.97 1.73
H20 -0.43 4.29 1.82
H21 0.98 5.39 -0.22
H22 -0.55 4.61 -0.61
H23 2.23 3.37 -0.77
H24 1.03 3.39 -2.06
H25 1.28 1.23 -0.37
H26 -0.28 1.69 -1.04
H27 -2.81 4.32 0.28
H28 -2.82 4.02 2.02
H29 -5.18 4.39 0.69
H30 -5.07 3.16 1.96
H31 -4.71 2.72 -1.05
H32 -5.82 1.85 0.02
H33 -3.37 0.81 -0.55
H34 -4.02 0.65 1.08
H35 0.67 2.33 3.69
H36 0.06 0.67 3.85
H37 -0.81 3.08 5.49
H38 -0.16 1.56 6.13
H39 -2.87 1.88 5.93
H40 -2.15 0.35 5.48
H41 -3.37 2.36 3.65
H42 -2.95 0.67 3.34
N8 7.96 -0.99 -1.02
C31 6.64 -0.96 -1.51
C32 6.32 -1.57 -2.72
C33 5.03 -1.50 -3.22
C34 4.04 -0.84 -2.52
C35 4.36 -0.22 -1.31
C36 5.65 -0.28 -0.82
S2 2.36 -0.77 -3.09
O4 1.94 0.59 -2.85
O5 2.39 -1.28 -4.44
N9 1.52 -1.67 -2.09
C37 1.55 -3.06 -2.18
S3 2.73 -4.03 -3.04
C38 2.01 -5.46 -2.44
C39 0.94 -5.15 -1.67
N10 0.67 -3.81 -1.52
H43 8.51 -1.77 -1.34
H44 8.03 -0.86 -0.02
H45 7.09 -2.09 -3.29
H46 4.78 -1.97 -4.17
H47 3.60 0.32 -0.76
H48 5.89 0.22 0.12
H49 2.36 -6.44 -2.71
H50 0.29 -5.86 -1.20

Results of the Löwdin charge analysis, in e, for atoms 1 through 8:
1. Ba 2.075
2. C -0.051
3. C -0.532
4. O -0.420
5. C -0.060
6. C -0.371
7. C -0.059
8. N -0.047